<one>
Here is a single C2H4NPS molecule from the Open Molecules 2025 dataset. Energies are from ωB97M-V/def2-TZVPD.

Output
**E_HOMO (alpha / beta)**: -0.298 / -0.298 Eh
**Lowest unoccupied orbital energy (alpha / beta)**: -1.5 / -1.5 eV
**SMILES**: S=PN1CC1

CARTESIAN COORDINATES (ANGSTROEM)
S (2.34, 0.19, 3.37)
P (0.08, -0.79, 2.86)
N (0.12, -0.59, 1.24)
C (0.64, 0.34, 0.28)
C (-0.71, -0.23, 0.22)
H (1.22, -0.21, -0.39)
H (0.90, 1.41, 0.48)
H (-1.62, 0.30, 0.62)
H (-0.86, -0.80, -0.62)

***

<two>
Here is 2 unconnected molecules or ions with the total composition C2H4NPS from the Open Molecules 2025 dataset. Energies are from ωB97M-V/def2-TZVPD.

Output
**E_HOMO (alpha / beta)**: -0.314 / -0.285 Eh
**Lowest unoccupied orbital energy (alpha / beta)**: -1.4 / -1.1 eV

CARTESIAN COORDINATES (ANGSTROEM)
C (-0.55, 0.22, -0.67)
C (0.10, -0.31, 0.61)
N (-1.09, -1.00, -0.04)
P (-2.54, -1.61, 0.10)
S (-3.95, 1.03, -0.17)
H (-1.40, 0.88, -0.78)
H (0.10, 0.11, -1.57)
H (1.15, -0.76, 0.55)
H (-0.09, 0.01, 1.62)

***

<three>
Here is a molecular structure, C2H4NPS from the Open Molecules 2025 dataset. Energies are from ωB97M-V/def2-TZVPD.

Output
**E_HOMO (alpha / beta)**: -0.346 / -0.293 Eh
**Lowest unoccupied orbital energy (alpha / beta)**: -0.7 / -1.3 eV

CARTESIAN COORDINATES (ANGSTROEM)
C (-0.41, 1.18, 0.62)
C (-0.51, -0.96, -0.52)
N (1.93, 0.65, -0.63)
P (0.92, -0.05, 0.30)
S (-1.67, 0.41, -0.19)
H (-0.38, 2.31, 0.64)
H (-0.17, -0.79, -1.49)
H (-0.82, -1.91, -0.15)
H (1.10, -0.84, 1.42)

***

Referenced to the most stable arrangement, the calculated values in hartree are <one> 0.0000; <two> 0.0523; <three> 0.0484.

***

<one>
Here is a single C6H12O molecule from the Open Molecules 2025 dataset. Energies are from ωB97M-V/def2-TZVPD.

Output
**E_HOMO**: -0.344 Eh
**Lowest unoccupied orbital energy**: 0.8 eV
**SMILES**: C=CCCCCO

CARTESIAN COORDINATES (ANGSTROEM)
C (-0.81, -0.18, -2.59)
C (-1.41, -0.23, -1.34)
C (-0.75, -1.24, -0.48)
C (-0.50, -0.69, 0.96)
C (-0.07, 0.75, 1.32)
C (1.30, 1.15, 0.85)
O (2.20, 0.08, 1.14)
H (0.18, -0.72, -2.78)
H (-1.01, 0.81, -2.93)
H (-1.97, 0.55, -0.82)
H (-1.33, -2.22, -0.34)
H (0.31, -1.30, -0.82)
H (-1.48, -0.96, 1.38)
H (0.32, -1.32, 1.44)
H (-0.88, 1.32, 1.05)
H (0.06, 0.81, 2.41)
H (1.25, 1.25, -0.20)
H (1.61, 2.13, 1.23)
H (2.98, -0.01, 0.51)

***

<two>
Here is 3 unconnected molecules or ions with the total composition C6H12O from the Open Molecules 2025 dataset. Energies are from ωB97M-V/def2-TZVPD.

Output
**E_HOMO**: -0.343 Eh
**Lowest unoccupied orbital energy**: 1.1 eV
**SMILES**: OC1C=C1.[H][H].C=CC

CARTESIAN COORDINATES (ANGSTROEM)
O (-1.04, 1.26, -0.29)
C (-2.08, 0.37, -0.58)
C (-1.84, -1.06, -0.89)
C (-2.40, -0.80, 0.26)
H (-0.31, 0.76, 0.11)
H (-2.87, 0.94, -1.08)
H (-1.44, -1.78, -1.58)
H (-2.81, -1.18, 1.19)
H (-0.69, 2.06, 2.54)
H (-1.14, 1.64, 2.12)
C (1.69, -0.11, 1.17)
C (1.58, -0.70, -0.02)
C (2.07, -0.10, -1.30)
H (1.40, -0.61, 2.09)
H (2.11, 0.89, 1.26)
H (1.14, -1.70, -0.08)
H (2.88, -0.72, -1.71)
H (2.46, 0.91, -1.14)
H (1.28, -0.06, -2.06)

***

Referenced to the most stable arrangement, the calculated values in hartree are <one> 0.0000; <two> 0.0509.

***

<one>
Here is a molecular structure, C6H12O from the Open Molecules 2025 dataset. Energies are from ωB97M-V/def2-TZVPD.

Output
**E_HOMO**: -0.288 Eh
**Lowest unoccupied orbital energy**: 0.9 eV

CARTESIAN COORDINATES (ANGSTROEM)
C (-1.19, 1.39, 0.13)
C (-1.63, 0.82, -1.10)
O (-0.17, -0.52, -1.51)
C (0.85, -0.10, -0.88)
C (0.89, 0.51, 0.83)
C (1.46, -0.77, 0.29)
C (0.72, -2.02, 0.75)
H (-0.73, 2.36, 0.16)
H (-1.58, 0.98, 1.06)
H (-2.38, 1.70, -0.48)
H (-1.44, 1.33, -2.03)
H (-2.29, -0.04, -1.10)
H (1.49, 0.67, -1.35)
H (0.30, 0.39, 1.73)
H (1.58, 1.35, 0.89)
H (2.55, -0.87, 0.29)
H (0.87, -2.85, 0.05)
H (1.05, -2.33, 1.74)
H (-0.35, -1.81, 0.79)

***

<two>
Here is a single C6H12O molecule from the Open Molecules 2025 dataset. Energies are from ωB97M-V/def2-TZVPD.

Output
**E_HOMO**: -0.302 Eh
**Lowest unoccupied orbital energy**: 1.0 eV

CARTESIAN COORDINATES (ANGSTROEM)
C (-2.24, -0.42, -0.53)
C (-1.04, -0.26, 0.39)
O (-1.22, -0.97, 1.62)
C (0.24, -0.90, -0.14)
C (1.03, 0.28, -1.34)
C (1.48, -0.12, 0.06)
C (1.60, 1.00, 1.09)
H (-2.16, 0.22, -1.41)
H (-3.16, -0.16, 0.01)
H (-2.32, -1.46, -0.87)
H (-0.97, 0.79, 0.70)
H (-1.10, -1.91, 1.39)
H (0.20, -0.51, -1.58)
H (0.61, 1.29, -1.41)
H (1.74, 0.03, -2.13)
H (2.38, -0.73, 0.05)
H (0.87, 1.79, 0.95)
H (2.60, 1.46, 1.04)
H (1.47, 0.60, 2.10)

***

Referenced to the most stable arrangement, the calculated values in hartree are <one> 0.0615; <two> 0.0000.

***

<one>
Here is 3 unconnected molecules or ions with the total composition C6H12O from the Open Molecules 2025 dataset. Energies are from ωB97M-V/def2-TZVPD.

Output
**E_HOMO**: -0.319 Eh
**Lowest unoccupied orbital energy**: -0.2 eV

CARTESIAN COORDINATES (ANGSTROEM)
C (2.08, 0.41, -0.98)
C (0.79, -0.33, -1.36)
C (-0.17, -0.40, -0.18)
C (-0.99, 0.79, 0.14)
C (-1.45, 0.83, 1.55)
C (-0.75, -1.71, 0.13)
O (-1.72, -1.90, 0.85)
H (2.77, 0.47, -1.83)
H (1.86, 1.43, -0.64)
H (2.57, -0.12, -0.16)
H (0.34, 0.17, -2.24)
H (1.04, -1.34, -1.71)
H (0.46, -0.24, 1.48)
H (-1.99, 0.72, -0.34)
H (-0.51, 1.72, -0.19)
H (-1.87, 1.80, 1.85)
H (-0.15, 0.30, 2.13)
H (-2.08, -0.02, 1.82)
H (-0.21, -2.57, -0.32)

***

<two>
Here is a single C6H12O molecule from the Open Molecules 2025 dataset. Energies are from ωB97M-V/def2-TZVPD.

Output
**E_HOMO**: -0.371 Eh
**Lowest unoccupied orbital energy**: 1.1 eV
**SMILES**: C[C@@H]1C[C@@H]1[C@@H](C)O

CARTESIAN COORDINATES (ANGSTROEM)
C (2.10, -0.26, 0.40)
C (0.82, -0.41, 1.18)
C (-0.10, -1.54, 0.77)
C (-0.54, -0.12, 0.57)
C (-0.57, 0.55, -0.77)
C (-1.99, 0.76, -1.26)
O (0.03, 1.85, -0.68)
H (1.96, -0.49, -0.67)
H (2.84, -0.99, 0.75)
H (2.60, 0.72, 0.41)
H (0.86, -0.23, 2.26)
H (0.23, -2.11, -0.10)
H (-0.61, -2.13, 1.53)
H (-1.34, 0.21, 1.25)
H (-0.02, -0.07, -1.50)
H (-2.50, -0.20, -1.39)
H (-1.97, 1.31, -2.20)
H (-2.53, 1.37, -0.52)
H (0.72, 1.79, -0.01)

***

Referenced to the most stable arrangement, the calculated values in hartree are <one> 0.1261; <two> 0.0000.

***

<one>
Here is a single CH3N3O molecule from the Open Molecules 2025 dataset. Energies are from ωB97M-V/def2-TZVPD.

Output
**E_HOMO (alpha / beta)**: -0.368 / -0.361 Eh
**Lowest unoccupied orbital energy (alpha / beta)**: -1.3 / -0.7 eV

CARTESIAN COORDINATES (ANGSTROEM)
C (0.06, -0.66, -0.74)
N (-0.73, 0.29, -0.08)
N (-0.45, -1.44, -1.64)
N (-0.45, 1.66, 1.70)
O (0.07, 0.98, 0.68)
H (1.04, -0.69, -0.15)
H (0.17, -2.34, -1.88)
H (0.30, 2.19, 2.12)

***

<two>
Here is a single CH3N3O molecule from the Open Molecules 2025 dataset. Energies are from ωB97M-V/def2-TZVPD.

Output
**E_HOMO (alpha / beta)**: -0.326 / -0.337 Eh
**Lowest unoccupied orbital energy (alpha / beta)**: -0.5 / -0.9 eV
**SMILES**: [H]/N=C(\N)N=O

CARTESIAN COORDINATES (ANGSTROEM)
H (-2.03, -0.65, 0.24)
N (-1.22, -1.23, 0.05)
C (-0.10, -0.64, 0.10)
N (0.20, 0.85, -0.05)
N (1.17, -1.10, -0.01)
O (1.82, 0.00, -0.41)
H (0.52, 1.36, 0.77)
H (-0.36, 1.42, -0.68)

***

<three>
Here is a molecular structure, CH3N3O from the Open Molecules 2025 dataset. Energies are from ωB97M-V/def2-TZVPD.

Output
**E_HOMO**: -0.336 Eh
**Lowest unoccupied orbital energy**: 0.7 eV

CARTESIAN COORDINATES (ANGSTROEM)
C (-0.43, 0.05, -0.75)
N (0.60, -0.05, 1.37)
N (1.55, -0.26, 0.65)
N (-0.51, 0.26, 0.65)
O (1.34, -0.32, -0.65)
H (-0.82, -0.76, -1.15)
H (-0.37, 0.92, -1.26)
H (-1.37, 0.15, 1.15)

***

Referenced to the most stable arrangement, the calculated values in hartree are <one> 0.0663; <two> 0.0418; <three> 0.0000.

***

<one>
Here is 2 unconnected molecules or ions with the total composition C4H8O from the Open Molecules 2025 dataset. Energies are from ωB97M-V/def2-TZVPD.

Output
**E_HOMO**: -0.313 Eh
**Lowest unoccupied orbital energy**: 1.1 eV
**SMILES**: COC1=CC1.[H][H]

CARTESIAN COORDINATES (ANGSTROEM)
C (1.86, 0.23, 0.62)
O (1.00, -0.86, 0.28)
C (-0.29, -0.57, 0.16)
C (-1.48, -1.03, 0.00)
C (-1.35, 0.43, 0.40)
H (1.42, 0.85, 1.41)
H (2.06, 0.84, -0.26)
H (2.78, -0.23, 0.97)
H (-2.13, -1.89, -0.05)
H (-1.57, 1.24, -0.31)
H (-1.56, 0.71, 1.44)
H (-0.03, 0.20, -2.21)
H (-0.71, 0.07, -2.47)

***

<two>
Here is a single C4H8O molecule from the Open Molecules 2025 dataset. Energies are from ωB97M-V/def2-TZVPD.

Output
**E_HOMO**: -0.372 Eh
**Lowest unoccupied orbital energy**: 1.1 eV
**SMILES**: OCC1CC1

CARTESIAN COORDINATES (ANGSTROEM)
O (2.38, -0.35, -0.11)
C (1.22, 0.30, 0.40)
C (0.00, 0.06, -0.46)
C (-1.30, 0.74, -0.16)
C (-1.17, -0.74, 0.04)
H (2.16, -1.28, -0.23)
H (1.47, 1.36, 0.43)
H (1.01, -0.02, 1.44)
H (0.25, -0.04, -1.52)
H (-1.35, 1.38, 0.72)
H (-1.89, 1.10, -1.00)
H (-1.12, -1.10, 1.07)
H (-1.69, -1.40, -0.64)

***

<three>
Here is 2 unconnected molecules or ions with the total composition C4H8O from the Open Molecules 2025 dataset. Energies are from ωB97M-V/def2-TZVPD.

Output
**E_HOMO**: -0.330 Eh
**Lowest unoccupied orbital energy**: 1.0 eV

CARTESIAN COORDINATES (ANGSTROEM)
C (0.99, 0.35, 1.68)
C (0.29, 0.48, -0.51)
C (-0.70, -0.33, -0.45)
C (-1.80, -0.90, -1.31)
H (0.74, -0.71, 2.12)
H (0.09, 0.96, 1.79)
H (1.93, 0.63, 2.03)
H (0.73, 1.12, -1.32)
H (-0.49, -1.40, 0.66)
H (-1.55, -1.82, -1.86)
H (-2.89, -1.06, -0.71)
H (-2.14, -0.13, -2.02)
O (1.36, 0.60, 0.35)

***

Referenced to the most stable arrangement, the calculated values in hartree are <one> 0.1141; <two> 0.0000; <three> 0.1243.